No. 1
The following is a DFT calculation (wB97M-V/def2-TZVPD) of a structure of composition C37H43BrCl5Ge2O4Ti in a non-equilibrium geometry.

The LUMO energy (spin up / spin down) comes out at -0.52 / -0.40 eV. The multiplicity is 2. As for the electronic energy: -11615.063464 Ha. Its expectation value of S² is 0.758.

XYZ file:
```
93
Properties=species:S:1:pos:R:3:forces:R:3
Ti -1.12106 -0.32804 -0.82369 -0.37 -0.87 1.36
C 2.25523 0.92865 -4.56408 -0.05 0.03 0.03
C 1.74015 -0.06277 -3.54920 0.16 -0.05 -0.01
C 0.66484 -0.88562 -3.86417 -0.17 0.00 0.02
C 0.01386 -0.74887 -5.21783 -0.06 0.06 0.03
C 0.19812 -1.83754 -2.93710 0.08 -0.07 -0.05
C -1.00051 -2.67746 -3.32332 0.03 -0.06 -0.01
C 0.93099 -2.07749 -1.75016 0.19 0.00 -0.30
C 0.80077 -3.38693 -0.99716 -0.07 0.07 0.09
C 2.03700 -1.24564 -1.45669 -0.06 -0.03 0.01
C 2.91065 -1.52572 -0.26355 -0.05 0.05 0.01
C 2.39150 -0.20794 -2.31448 0.03 0.03 -0.08
C 3.51816 0.72501 -1.95188 0.01 -0.02 0.01
H 2.64911 1.82778 -4.09513 0.00 0.01 0.00
H 1.48344 1.24096 -5.26336 0.00 0.00 0.01
H 3.06842 0.48835 -5.14890 0.00 -0.01 0.01
H -0.48427 0.21898 -5.32166 -0.01 0.00 0.02
H -0.73081 -1.51364 -5.40852 0.01 -0.01 0.00
H 0.76167 -0.81310 -6.00965 0.00 0.01 0.00
H -0.78028 -3.30443 -4.19028 0.01 0.00 0.01
H -1.85031 -2.04711 -3.59684 0.01 0.01 0.00
H -1.33032 -3.33617 -2.52905 -0.02 0.01 0.00
H 1.73036 -3.94699 -1.12030 0.00 0.00 0.01
H 0.00373 -4.01483 -1.38029 -0.01 0.00 0.02
H 0.64948 -3.25558 0.07495 0.00 0.00 -0.02
H 2.92044 -0.67689 0.42357 -0.02 0.01 -0.02
H 3.94282 -1.69625 -0.57954 0.01 0.01 0.00
H 2.58409 -2.38821 0.30488 0.02 0.02 -0.06
H 4.44216 0.46449 -2.47645 -0.01 0.00 -0.01
H 3.72843 0.71361 -0.88653 0.00 -0.01 0.00
H 3.27611 1.75324 -2.21972 -0.01 0.00 0.01
Cl -3.56013 3.41287 -1.50695 0.04 -0.06 -0.05
C -3.24309 3.66836 0.20806 0.03 0.00 0.07
Cl -2.12066 2.47662 0.89584 -0.04 0.22 -0.09
H -4.17758 3.59119 0.74978 -0.02 0.00 -0.02
H -2.78796 4.64413 0.32523 -0.04 0.02 0.03
Br -0.39437 4.82460 -6.13635 -0.04 0.03 -0.08
C 0.14769 4.37848 -4.38511 0.03 -0.09 0.15
C 1.00522 5.22431 -3.69405 -0.01 0.06 -0.05
C 1.41841 4.89185 -2.41182 -0.04 -0.11 0.05
C 0.98389 3.71128 -1.82348 0.07 0.18 -0.07
C 0.13413 2.87911 -2.53645 -0.16 -0.46 0.21
C -0.30518 3.20428 -3.81175 0.05 0.14 -0.10
C -0.31522 1.59516 -1.93515 0.18 0.77 -0.36
O -1.18394 0.87162 -2.48500 -0.02 0.35 -0.58
O 0.16492 1.20172 -0.81927 0.16 0.27 0.01
H 1.33780 6.14369 -4.15660 0.02 -0.02 -0.01
H 2.08202 5.55459 -1.87302 -0.01 0.02 0.00
H 1.28399 3.44050 -0.82013 0.02 -0.04 -0.01
H -0.98610 2.54642 -4.33401 0.01 -0.01 0.01
Cl -4.27321 -3.20294 -1.94883 0.02 -0.01 -0.01
C -3.90838 -2.34067 -0.45610 0.17 -0.02 -0.01
Cl -2.15996 -2.60026 -0.02385 -0.21 -0.29 -0.18
Cl -4.88435 -2.93430 0.85973 -0.05 -0.01 0.08
C -4.13728 -0.80819 -0.68622 0.19 0.28 0.22
O -5.25927 -0.42323 -0.84807 -0.07 -0.07 0.00
O -3.05331 -0.10154 -0.66043 0.06 -0.15 -0.43
C -0.32652 2.69525 3.72151 -0.07 0.08 -0.05
Ge 0.84773 1.27675 3.03876 0.08 0.05 0.01
C 1.64708 0.62867 4.71667 0.05 -0.05 0.10
C 2.30024 2.09641 1.99272 0.07 0.04 -0.08
Ge -0.34441 -0.47393 1.81493 -0.12 -0.30 0.22
C -1.88770 -0.63768 3.08653 -0.04 0.08 -0.02
C -3.19142 -0.27197 2.76059 -0.05 0.03 -0.06
C -4.22331 -0.31940 3.69345 0.02 -0.01 -0.02
C -3.96700 -0.73281 4.99003 0.05 -0.01 0.01
C -2.67174 -1.09585 5.34319 -0.07 0.00 0.01
C -1.65319 -1.04828 4.40435 0.07 0.00 -0.03
C 0.63575 -2.11190 2.42278 -0.01 -0.11 0.05
C 1.99736 -2.12229 2.72339 0.03 0.05 0.00
C 2.63847 -3.25429 3.21222 0.00 -0.02 -0.03
C 1.92390 -4.42627 3.40975 -0.02 0.02 -0.01
C 0.56644 -4.44740 3.11801 0.04 -0.02 -0.01
C -0.06060 -3.30697 2.63589 -0.05 0.03 0.03
H 0.12916 3.09250 4.63072 0.00 0.00 -0.01
H -1.30470 2.28466 3.97613 -0.01 0.02 0.01
H -0.46209 3.51170 3.01535 -0.02 0.01 -0.03
H 2.45287 1.31409 4.99182 -0.01 0.00 0.01
H 2.04938 -0.38051 4.67618 0.01 -0.01 -0.01
H 0.89178 0.66787 5.50294 -0.01 -0.03 0.00
H 2.49596 3.11200 2.34257 0.02 -0.01 0.00
H 2.04153 2.13096 0.93359 0.00 0.00 0.00
H 3.22050 1.51802 2.10335 0.00 0.00 -0.02
H -3.41763 0.07879 1.76140 0.00 -0.01 -0.01
H -5.22624 -0.03307 3.39936 0.00 0.00 0.00
H -4.76438 -0.77044 5.72152 0.00 0.00 0.00
H -2.45630 -1.41989 6.35429 0.00 0.01 0.00
H -0.65281 -1.34016 4.70677 0.00 -0.01 -0.02
H 2.58633 -1.22296 2.57622 -0.02 0.00 0.06
H 3.69619 -3.21699 3.44401 0.00 0.00 0.00
H 2.41552 -5.30924 3.79795 0.00 0.00 -0.01
H -0.00934 -5.35098 3.27809 0.00 0.00 0.00
H -1.12890 -3.34792 2.45310 0.00 0.03 0.03
```
Forces are in eV/Å.



No. 2
The following is a DFT calculation (wB97M-V/def2-TZVPD) of a cluster of 2 separate species, C4H10N2 in total in a non-equilibrium geometry.

The LUMO energy (spin up / spin down) comes out at -0.05 / -0.17 eV. As for the electronic energy: -267.747108 Ha.

XYZ file:
```
16
Properties=species:S:1:pos:R:3:forces:R:3
C 0.79225 -0.32301 -0.24965 0.41 -0.86 0.45
C -0.66299 -0.60203 0.00749 0.13 -0.97 0.67
C 1.84745 -0.12464 0.81215 -0.22 -0.04 -0.11
C -1.28249 -0.67772 1.38934 0.16 -0.07 -0.17
N -0.19238 0.67488 -0.35077 -0.45 1.91 -1.16
N -0.61233 1.50533 -2.85102 0.47 -0.68 -0.11
H 1.17141 -0.76972 -1.16476 -0.14 0.15 -0.18
H -1.13008 -1.23820 -0.73624 -0.03 0.16 -0.23
H 2.34652 -1.06861 1.02082 0.08 -0.04 0.08
H 1.39965 0.25753 1.72646 0.05 -0.01 0.09
H 2.58539 0.59438 0.46281 0.10 0.06 0.02
H -1.14623 0.27131 1.90285 0.00 0.00 0.10
H -0.80528 -1.46472 1.97132 -0.06 -0.07 0.11
H -2.34691 -0.88449 1.31932 -0.10 -0.02 0.04
H -0.34936 2.43964 -2.55167 -0.19 0.23 0.22
H -1.61462 1.41008 -2.70845 -0.20 0.25 0.19
```
Forces are in eV/Å.



No. 3
The following is a DFT calculation (wB97M-V/def2-TZVPD) of a cluster of 2 separate species, C4H10O in total in a non-equilibrium geometry.

The LUMO energy comes out at 0.75 eV. As for the electronic energy: -233.608693 Ha. As for the structure (SMILES): C=C(C)C.O.

XYZ file:
```
15
Properties=species:S:1:pos:R:3:forces:R:3
C 0.98009 -0.31273 -1.30525 -1.34 -0.30 -0.01
C -0.25001 -0.23555 -0.74003 0.97 -0.10 -0.56
C -1.49559 -0.49676 -1.54376 0.26 -0.37 -0.58
C -0.48435 0.09348 0.68970 0.70 0.14 0.73
H 1.94753 -0.16119 -0.81299 -0.63 0.03 0.03
H 0.98626 -0.61139 -2.35975 0.33 0.21 0.32
H -1.18673 -0.98547 -2.48311 -0.43 0.21 0.21
H -2.04566 0.42653 -1.79188 0.18 -0.28 0.20
H -2.17449 -1.17559 -1.00071 0.19 0.28 -0.20
H -0.91448 1.10413 0.79062 0.01 -0.30 0.03
H 0.49255 0.07419 1.20146 -0.77 0.00 -0.28
H -1.15629 -0.62611 1.18698 0.10 0.23 -0.30
O 1.79519 1.03224 2.32779 0.28 -0.04 1.52
H 0.97635 0.94762 2.86685 0.90 0.15 -0.48
H 2.52963 0.92660 2.97408 -0.75 0.15 -0.63
```
Forces are in eV/Å.



No. 4
The following is a DFT calculation (wB97M-V/def2-TZVPD) of a structure of composition C49H51IrN4O3PS3Sb.

The LUMO energy (spin up / spin down) comes out at -2.07 / -4.15 eV. Its net charge is +1. The multiplicity is 6. As for the electronic energy: -4222.766732 Ha. Its expectation value of S² is 8.778.

XYZ file:
```
113
Properties=species:S:1:pos:R:3:forces:R:3
Ir 0.02396 0.03710 -0.26910 0.73 -0.12 -0.02
C -0.59815 0.77599 3.34939 -0.05 0.11 -0.01
C -0.96293 1.83484 2.35712 0.12 -0.07 -0.03
N -0.78147 1.79422 1.06138 -0.13 -0.08 -0.12
C -1.34369 2.88316 0.42844 0.12 -0.16 -0.13
C -1.89924 3.79558 1.25836 -0.05 0.16 0.08
S -1.76182 3.26115 2.86965 -0.03 0.00 0.09
C -1.37352 2.88710 -1.03462 0.19 -0.19 0.17
C -1.97598 3.79675 -1.83598 -0.06 0.15 -0.02
S -1.81311 3.32645 -3.46432 -0.04 0.04 -0.12
C -0.94223 1.93098 -2.99196 0.06 0.01 0.07
N -0.78153 1.82948 -1.69925 -0.22 -0.01 -0.07
C -0.40123 0.99133 -4.01473 -0.02 0.03 0.09
H -0.63813 -0.20064 2.87621 -0.06 -0.01 -0.01
H -1.30010 0.79163 4.18308 0.01 0.03 -0.02
H 0.40780 0.92832 3.74142 0.00 0.00 -0.03
H -2.38973 4.72221 1.00820 0.02 -0.04 0.00
H -2.50565 4.69239 -1.55336 0.02 -0.05 -0.01
H -1.04315 0.96647 -4.89442 0.01 0.00 0.01
H -0.31442 -0.01081 -3.59516 0.01 0.01 0.01
H 0.58022 1.32940 -4.33980 0.06 0.00 -0.02
O -2.08274 -0.49696 0.69914 -0.36 0.45 -0.15
N -2.70653 -1.52312 0.27196 -0.09 -0.48 -0.01
C -4.06984 -1.38556 -0.13374 0.41 0.15 0.23
C -4.69096 -2.42469 -0.70531 0.11 -0.59 -0.21
C -4.04840 -3.70807 -0.83613 -0.38 0.27 0.38
C -2.77649 -3.92949 -0.07255 0.14 0.06 -0.17
C -1.91431 -2.66403 -0.15603 -0.15 0.15 -0.16
H -4.49922 -0.41194 0.03988 0.09 0.04 -0.01
H -5.69940 -2.27911 -1.06831 0.01 -0.06 0.00
H -4.65006 -4.56218 -1.11444 0.07 0.06 -0.17
H -3.06951 -3.98855 0.98748 0.05 -0.03 0.06
H -1.05843 -2.71366 0.51170 -0.09 0.03 0.12
C 2.81598 0.55690 -2.84693 -0.04 0.10 0.04
P 2.18035 -0.42733 -1.44552 -0.24 0.17 0.02
C 3.62235 -0.40229 -0.33362 0.03 0.00 -0.03
C 2.26784 -2.11474 -2.11827 -0.02 -0.03 0.00
H 3.88441 0.37012 -2.96269 -0.01 0.01 -0.02
H 2.65766 1.62312 -2.67922 0.01 -0.03 -0.01
H 2.31618 0.25875 -3.76543 -0.03 -0.01 -0.03
H 4.52187 -0.56089 -0.93025 0.02 -0.01 0.02
H 3.54743 -1.19798 0.40574 0.01 -0.01 0.00
H 3.68706 0.54959 0.18989 0.02 0.01 -0.01
H 3.26273 -2.29316 -2.53144 0.00 -0.03 0.02
H 1.52067 -2.26461 -2.89911 0.03 0.02 -0.01
H 2.06613 -2.82071 -1.31173 0.00 -0.01 -0.03
C 7.95732 1.37230 4.41102 -0.06 0.00 0.01
C 6.48616 1.64040 4.60294 0.05 -0.03 -0.03
C 6.07565 2.69322 5.41149 -0.01 0.01 0.00
C 4.72966 2.97426 5.58805 -0.01 -0.02 0.01
C 3.78229 2.17366 4.97571 -0.02 0.03 0.08
C 4.17502 1.11106 4.17062 -0.14 -0.10 0.01
N 3.14426 0.33549 3.55652 0.32 -0.09 0.13
C 3.01264 -1.02704 3.69614 0.12 0.38 0.14
C 3.66801 -1.69917 4.74239 0.07 -0.04 0.04
C 3.54694 -3.06256 4.89771 0.01 0.06 0.01
C 2.76630 -3.82119 4.02301 -0.02 0.03 -0.02
C 2.10552 -3.17124 3.00654 -0.03 0.00 0.00
C 2.20762 -1.78425 2.82596 -0.12 -0.21 -0.12
C 1.45606 -1.16794 1.72043 -0.05 -0.18 -0.06
O 0.75786 -1.88315 0.93230 0.08 0.15 0.21
O 1.49916 0.08762 1.53390 -0.16 -0.02 -0.15
C 5.53032 0.84548 3.95219 0.08 -0.01 -0.08
C 5.98564 -0.24553 3.01835 -0.01 0.01 0.02
H 8.55418 2.02434 5.04652 -0.01 -0.01 0.00
H 8.26224 1.54487 3.37616 0.00 0.00 0.01
H 8.21228 0.33794 4.65062 -0.01 0.01 0.00
H 6.82343 3.30259 5.90572 -0.02 -0.01 -0.01
H 4.42180 3.79836 6.21909 0.01 -0.01 -0.02
H 2.72390 2.34784 5.12825 0.02 0.00 0.00
H 2.64554 0.74221 2.77878 -0.02 -0.03 -0.01
H 4.27358 -1.12208 5.42918 -0.01 -0.03 0.01
H 4.06447 -3.54742 5.71722 -0.01 0.02 -0.02
H 2.67493 -4.89144 4.14816 0.00 0.02 0.00
H 1.48104 -3.72184 2.31600 -0.02 -0.01 -0.02
H 5.17894 -0.58806 2.37297 0.00 0.01 0.02
H 6.35968 -1.11541 3.56603 -0.02 0.02 0.00
H 6.79950 0.10954 2.38434 -0.01 -0.01 0.01
S -1.16608 -2.27657 -1.79514 -0.29 0.07 0.11
Sb -2.53216 -3.55507 -3.39162 0.06 -0.19 0.03
C -3.89760 -2.09220 -4.11522 0.03 0.14 -0.04
C -5.22922 -2.50491 -4.14858 0.02 0.02 -0.10
C -6.23037 -1.63880 -4.57158 0.01 0.01 0.00
C -5.90883 -0.34581 -4.95909 0.00 -0.03 0.02
C -4.58536 0.07658 -4.93114 0.01 -0.04 0.01
C -3.58759 -0.79283 -4.51246 -0.13 -0.02 0.07
C -2.01593 -5.20830 -0.39400 -0.02 0.04 -0.01
C -2.72220 -6.39564 -0.56731 -0.01 -0.05 -0.02
C -2.06297 -7.58119 -0.85117 0.05 -0.01 -0.01
C -0.67800 -7.60260 -0.95798 -0.04 -0.01 0.00
C 0.03778 -6.43307 -0.75853 -0.04 0.03 0.01
C -0.62464 -5.24478 -0.47416 -0.06 -0.02 0.01
C -0.80822 -3.41844 -4.65632 -0.01 0.07 -0.08
C 0.02292 -4.53575 -4.59136 0.12 0.08 -0.05
C 1.24732 -4.54216 -5.24947 -0.03 -0.02 0.02
C 1.64989 -3.43373 -5.98058 0.00 0.01 0.02
C 0.82141 -2.32197 -6.06179 -0.03 -0.01 0.03
C -0.40223 -2.31272 -5.40167 0.09 -0.15 -0.07
H -5.49504 -3.51642 -3.85470 0.00 0.02 0.01
H -7.25909 -1.97492 -4.60278 0.01 0.01 0.01
H -6.68862 0.33185 -5.28263 0.02 -0.01 -0.01
H -4.33258 1.08394 -5.23965 0.00 -0.01 0.01
H -2.56558 -0.44762 -4.48311 0.03 0.01 0.06
H -3.80194 -6.40835 -0.47201 0.03 0.00 -0.01
H -2.63221 -8.49164 -0.98513 0.00 0.00 0.00
H -0.16204 -8.52724 -1.18216 -0.01 0.01 0.00
H 1.11913 -6.43888 -0.82083 -0.02 0.00 0.00
H -0.03714 -4.34845 -0.32808 0.01 0.01 0.02
H -0.27438 -5.40642 -4.01563 0.00 -0.01 0.00
H 1.88322 -5.41664 -5.19556 0.00 0.01 0.01
H 2.60375 -3.43880 -6.49287 -0.02 0.00 0.00
H 1.12335 -1.46272 -6.64873 0.00 -0.01 0.00
H -1.03527 -1.44370 -5.49667 -0.09 0.02 0.00
```
Forces are in eV/Å.



No. 5
The following is a DFT calculation (wB97M-V/def2-TZVPD) of a cluster of 5 separate species, H12NO4 in total in a non-equilibrium geometry.

The LUMO energy comes out at -2.81 eV. Its net charge is +1. As for the electronic energy: -362.711428 Ha.

XYZ file:
```
17
Properties=species:S:1:pos:R:3:forces:R:3
N 14.88713 -1.75384 7.73128 -0.18 -1.47 0.10
H 14.03678 -2.24906 8.06363 -0.01 0.30 0.20
H 14.61693 -1.26506 6.86532 0.16 0.37 0.31
H 15.52240 -2.53621 7.49099 0.11 0.46 -0.30
H 15.30562 -1.19225 8.48888 -0.17 0.28 -0.24
O 13.48525 -0.18544 5.88136 0.00 0.06 0.04
H 13.02990 0.47742 6.40978 -0.05 0.07 0.01
H 13.31104 0.06287 4.96859 0.03 -0.06 -0.10
O 12.66026 -3.25005 8.62908 -0.03 0.03 0.02
H 11.74223 -2.96308 8.63674 -0.06 0.03 -0.03
H 12.67172 -4.07427 9.12486 0.05 -0.07 0.02
O 16.16167 -0.03509 9.55340 0.08 0.09 -0.17
H 16.70228 0.53785 9.00033 0.08 0.09 0.02
H 16.35865 0.23375 10.45553 -0.08 -0.09 0.12
O 16.42543 -3.49122 6.13028 0.05 0.06 0.10
H 17.16028 -4.09836 6.26226 0.02 -0.10 0.00
H 16.67584 -2.95889 5.36878 0.03 -0.04 -0.11
```
Forces are in eV/Å.



No. 6
The following is a DFT calculation (wB97M-V/def2-TZVPD) of a cluster of 2 separate species, C10H18F3O6S in total in a non-equilibrium geometry.

The LUMO energy comes out at 2.70 eV. Its net charge is -1. As for the electronic energy: -1541.149672 Ha.

XYZ file:
```
38
Properties=species:S:1:pos:R:3:forces:R:3
C -3.32188 0.28411 -0.17779 -0.09 0.08 -0.17
C -3.01076 0.01916 -1.63568 0.31 -0.38 0.14
O -1.88835 0.75837 -2.10004 -0.07 0.17 -0.20
C -0.66196 0.08172 -1.92106 -0.26 0.21 0.10
C 0.48961 1.05342 -2.03720 0.08 -0.54 -0.02
C 1.81902 0.36457 -1.68877 -0.22 0.64 0.02
C 2.15067 0.35656 -0.19234 -0.43 -0.04 -0.20
C 1.71428 -0.86295 0.60463 0.92 -0.06 -0.14
C 2.11789 -2.21835 0.08797 -0.77 -1.82 0.86
O 1.59640 -3.25186 0.49539 0.70 1.52 -0.97
O 3.15793 -2.25709 -0.80568 -0.62 0.76 0.20
C 2.97633 -3.13724 -1.89508 0.37 -0.67 -0.16
H -3.97101 -0.48545 0.22890 -0.09 -0.23 0.04
H -2.41001 0.29990 0.40373 0.18 -0.01 0.23
H -3.81739 1.23161 -0.01154 0.04 0.29 -0.05
H -3.84411 0.23953 -2.29420 -0.18 0.22 -0.10
H -2.79518 -1.04544 -1.75838 0.01 -0.20 -0.11
H -0.54544 -0.69459 -2.68465 -0.06 -0.21 -0.13
H -0.65237 -0.41619 -0.95274 0.04 -0.05 0.27
H 0.52542 1.40021 -3.06633 -0.03 0.21 -0.17
H 0.30089 1.90417 -1.39352 0.02 0.22 0.15
H 1.80234 -0.63053 -2.11959 0.14 -0.27 -0.06
H 2.60803 0.91262 -2.19573 0.20 -0.01 -0.15
H 3.20313 0.55858 -0.03236 0.30 -0.21 -0.07
H 1.62906 1.19551 0.24876 -0.10 0.30 0.29
H 2.18959 -0.79662 1.58007 -0.08 0.01 0.35
H 0.65459 -0.88460 0.80504 -0.33 -0.05 0.01
H 2.46045 -4.04526 -1.60539 -0.13 -0.09 0.18
H 3.95907 -3.40924 -2.25821 0.23 0.00 -0.05
H 2.43576 -2.66277 -2.70956 -0.16 0.25 -0.02
C -1.40420 1.78254 4.70513 0.04 0.03 -0.23
F -2.39533 2.41124 5.34845 -0.20 0.12 0.15
F -0.26831 2.05666 5.36077 0.20 0.05 0.13
F -1.62345 0.46635 4.82737 -0.04 -0.23 0.03
S -1.31105 2.29501 2.93830 0.14 -0.04 -0.13
O -1.06683 3.71494 3.02983 -0.01 0.10 0.03
O -2.60505 1.90551 2.42663 -0.14 0.01 0.03
O -0.19779 1.50589 2.44488 0.09 -0.10 -0.09
```
Forces are in eV/Å.



Q: Among the records above, which one has the highest electronic energy?
A: C4H10O



Q: Look up the electronic energy of the fourth one.
A: -4222.766732 Ha



Q: The lowest electronic energy belongs to which entry?
A: C37H43BrCl5Ge2O4Ti